102
Properties=species:S:1:pos:R:3:forces:R:3 method="wB97M-V/def2-TZVPD" orbital_gap_ev=4.246 total_charge=-1 lumo_energy_ev=0.4 homo_ev=-3.83
C 0.309 -1.190 4.988 -1.1506 -1.5364 0.8772
C 0.728 -2.435 4.219 -0.3792 0.5082 -0.3093
C 2.003 -3.121 4.576 0.7931 1.3165 -1.3814
C -0.098 -2.939 3.198 0.2678 -0.6258 0.3338
C -1.266 -3.884 3.457 -1.0226 2.2400 -0.5345
C -1.808 -4.439 2.125 -0.0506 0.1108 0.4056
C -3.149 -3.795 1.742 -0.4653 -1.1501 0.7000
C -4.266 -4.491 2.583 -0.2068 0.2067 -0.4981
C -3.490 -3.970 0.268 0.3318 0.4551 -0.5568
C -2.517 -3.275 -0.715 -0.1211 -0.1372 0.5106
Nb -2.080 -1.067 -0.405 -0.9860 -1.6820 -1.1075
C -4.157 -0.621 0.407 0.8471 1.4147 0.4630
C -4.117 0.665 1.287 0.2818 -0.8292 0.3139
C -5.166 0.688 2.411 0.3895 1.0697 0.1523
C -5.463 2.132 2.834 0.0278 -0.1134 -0.6348
N -6.188 2.809 1.755 0.1978 -0.1174 0.0524
C 0.101 -1.283 -1.087 0.3058 0.4380 0.8790
C 1.010 -0.431 -0.229 -0.4361 -0.1376 -1.0351
O 2.417 -0.528 -0.640 0.1871 0.3758 0.2586
Si 3.459 -0.125 0.580 -0.1432 -0.1877 0.3113
C 5.142 0.418 -0.080 -0.6480 -0.2397 0.2610
C 2.810 1.259 1.670 -0.1835 -0.3203 0.1064
C 3.626 -1.663 1.654 -0.0534 0.3065 -0.5734
H 1.188 -0.632 5.301 0.0732 -0.0727 0.0525
H -0.313 -1.428 5.865 0.1432 0.3687 0.2647
H -0.299 -0.587 4.320 0.0453 0.1942 0.0763
H 2.363 -3.692 3.715 0.0896 -0.0879 0.0334
H 2.778 -2.416 4.899 0.1790 -0.2105 0.2073
H 1.804 -3.843 5.374 -0.1249 0.0293 0.0435
H 0.021 -2.646 2.151 1.4425 -1.5401 -0.3232
H -2.076 -3.302 3.925 -0.2016 -0.5255 0.4319
H -0.925 -4.670 4.127 0.0255 0.0582 0.1144
H -1.977 -5.513 2.245 0.0590 -0.0754 -0.1869
H -1.039 -4.316 1.363 -0.0564 0.0676 -0.1123
H -3.143 -2.759 2.073 0.2131 0.2192 -0.4937
H -5.071 -4.799 1.910 -0.0838 -0.0150 0.0342
H -3.919 -5.401 3.071 0.0452 0.0777 0.2129
H -4.724 -3.816 3.305 0.1134 -0.0793 0.2095
H -4.502 -3.602 0.083 -0.0512 0.0544 0.1023
H -3.517 -5.047 0.049 -0.0744 -0.0753 0.1452
H -1.583 -3.849 -0.686 0.1728 0.1955 -0.1449
H -2.895 -3.387 -1.739 -0.0237 0.0399 -0.0392
H -1.467 -1.370 1.327 0.2438 0.3367 0.1852
H -1.715 0.739 -0.185 0.0635 0.0552 -0.0344
H -2.628 -0.673 -2.137 0.2051 0.2974 -0.0290
H -4.516 -1.423 1.056 -0.1289 -0.2732 -0.3273
H -4.836 -0.408 -0.423 -0.1538 -0.4899 -0.0601
H -4.124 1.569 0.682 -0.2813 -0.0133 -0.1219
H -3.144 0.673 1.785 -0.0093 0.2244 0.0993
H -6.098 0.186 2.139 0.0208 -0.1597 0.0193
H -4.708 0.228 3.289 -0.3291 -0.4895 -0.0258
H -5.985 2.167 3.798 0.0141 -0.0047 0.0563
H -4.495 2.631 2.921 -0.0229 0.0985 0.3031
H -6.481 3.741 2.004 -0.1806 -0.0278 0.0183
H -6.973 2.248 1.456 -0.1803 0.1763 0.0370
H 0.428 -2.321 -0.941 -0.2460 -0.1399 -0.1724
H 0.207 -1.011 -2.139 -0.0804 -0.0008 -0.0561
H 0.709 0.609 -0.349 0.1000 0.1121 0.2897
H 0.875 -0.744 0.809 0.2482 0.1377 0.1268
H 5.895 -0.044 0.558 0.2173 -0.0062 -0.1761
H 5.247 0.105 -1.117 0.2645 0.0564 -0.0390
H 5.218 1.499 0.021 0.1160 0.0624 -0.2102
H 1.860 0.973 2.125 -0.0800 -0.0238 -0.0576
H 3.504 1.386 2.505 0.1277 0.2571 -0.0934
H 2.642 2.200 1.147 0.1502 0.0909 0.0275
H 4.346 -2.331 1.176 0.1590 -0.0717 0.2472
H 2.667 -2.183 1.633 -0.0766 0.0168 0.2339
H 3.907 -1.417 2.676 0.1097 -0.2209 0.0842
C -1.454 -0.202 -7.961 -0.2834 0.1735 -0.1104
O -0.991 -1.249 -7.114 0.4746 -3.2054 1.0521
P 0.075 -0.820 -5.916 0.7142 7.8556 -1.3224
O -0.467 0.562 -5.723 -0.6075 -0.2941 -0.0445
O 1.395 -0.832 -6.881 -0.1061 -1.2666 0.1914
C 1.657 -1.925 -7.765 0.0677 0.1281 -0.1392
O 0.947 -0.667 -4.510 -0.3102 -2.9547 -0.1432
C 2.344 -0.945 -4.402 0.0886 -0.2491 0.4382
H -1.930 -0.692 -8.812 0.0585 -0.1354 0.0592
H -2.182 0.417 -7.447 0.1059 0.0619 0.0714
H -0.622 0.411 -8.309 0.0012 0.0329 0.0967
H 1.418 -1.629 -8.787 -0.0430 -0.0286 -0.0013
H 1.079 -2.813 -7.516 -0.0168 -0.0050 -0.0212
H 2.719 -2.164 -7.705 -0.0004 0.0370 0.0469
H 2.909 -0.221 -4.988 -0.0779 -0.0433 -0.1306
H 2.585 -1.959 -4.720 0.0668 0.0217 -0.0407
H 2.601 -0.839 -3.347 -0.1468 -0.0644 0.0388
C 1.378 7.667 0.598 -0.3067 0.1545 0.0778
O 2.095 6.437 0.760 0.3550 -1.8359 1.0914
P 3.687 6.562 0.810 1.4702 2.9258 -2.6206
O 4.062 7.830 1.442 -0.2034 -0.1271 0.4412
O 3.923 6.582 -0.803 -0.1308 -0.0869 0.1896
C 3.067 5.880 -1.710 0.1190 0.0847 -0.0938
O 4.826 5.514 1.167 -1.3251 -0.9066 0.8393
C 5.472 4.681 0.197 -0.0117 -0.3496 -0.0425
H 0.357 7.389 0.343 0.0456 -0.0960 -0.0094
H 1.377 8.236 1.523 0.1426 0.0174 -0.0060
H 1.808 8.261 -0.208 0.0711 0.0060 0.0459
H 2.412 6.592 -2.214 -0.0293 -0.0146 0.0063
H 2.454 5.131 -1.214 -0.0126 -0.0126 0.0092
H 3.693 5.390 -2.455 0.0338 0.0358 0.0095
H 6.085 5.286 -0.466 -0.1489 0.1012 -0.0589
H 4.749 4.098 -0.369 0.0445 0.0062 -0.0753
H 6.125 3.995 0.733 -0.1387 0.0449 0.2086